[1]
Density functional theory data (ωB97M-V/def2-TZVPD) for C52H39IN7O7S2V as an isolated structure in a non-equilibrium geometry.

Its multiplicity is 4. Its frontier orbital gap (alpha / beta) is 3.7763 / 5.7699 eV. As for the charge: +1. The value obtained for the energy is -134770.61260 eV.

Geometry as XYZ:
```
109
Properties=species:S:1:pos:R:3:mulliken_charge:R:1
V 1.028 -0.350 -0.051 0.293
O -5.005 1.141 -2.350 -0.704
C -5.036 0.567 -1.264 0.014
O -5.876 0.330 -0.419 -0.682
C -3.552 0.171 -0.886 -0.695
C -3.017 0.685 0.290 -0.606
C -1.647 0.601 0.499 0.550
N -0.848 -0.043 -0.366 1.716
C -1.370 -0.582 -1.488 0.826
C -2.721 -0.440 -1.805 -1.295
C -0.374 -1.142 -2.371 0.535
C -0.638 -1.656 -3.644 -0.823
C 0.409 -1.924 -4.499 -1.062
C 1.706 -1.608 -4.084 -1.060
C 1.901 -1.139 -2.802 -0.667
N 0.900 -0.980 -1.931 1.601
C -0.973 1.194 1.652 -0.086
C -1.647 1.949 2.613 -0.386
C -0.926 2.541 3.631 -1.293
C 0.454 2.389 3.644 -1.290
C 1.044 1.638 2.639 -0.353
N 0.354 1.020 1.698 1.251
H -3.685 1.126 1.012 0.545
H -3.130 -0.761 -2.750 0.636
H -1.657 -1.816 -3.956 0.558
H 0.229 -2.329 -5.482 0.503
H 2.548 -1.734 -4.748 0.508
H 2.888 -0.865 -2.442 0.683
H -2.716 2.070 2.558 0.765
H -1.433 3.119 4.388 0.610
H 1.060 2.858 4.403 0.537
H 2.117 1.552 2.566 0.268
S -3.725 -0.823 3.365 0.138
C -5.307 -1.071 3.974 -0.567
C -5.871 -2.207 3.485 -0.694
C -5.028 -2.895 2.594 -0.572
C -3.810 -2.285 2.413 0.692
C -2.702 -2.679 1.582 -0.024
C -1.457 -2.021 1.692 -1.125
N -0.406 -2.271 0.952 0.105
C -0.459 -3.301 0.066 0.175
C -1.667 -4.042 -0.123 0.913
C -1.686 -5.109 -1.065 -1.115
C -0.583 -5.438 -1.775 -1.386
C 0.647 -4.733 -1.608 0.641
C 1.769 -5.034 -2.373 -1.099
C 2.953 -4.281 -2.241 1.242
C 2.976 -3.298 -1.269 -1.197
N 1.898 -3.028 -0.508 -0.067
C 0.691 -3.678 -0.660 -0.263
C 4.072 -4.522 -3.120 0.411
C 5.182 -3.745 -3.361 -0.458
C 6.025 -4.283 -4.349 -0.705
C 5.571 -5.465 -4.845 -0.376
S 4.095 -5.945 -4.130 -0.158
C -2.786 -3.693 0.627 -1.043
H -5.721 -0.362 4.663 0.475
H -6.858 -2.536 3.754 0.435
H -5.320 -3.812 2.113 0.446
H -1.331 -1.249 2.444 1.172
H -2.605 -5.662 -1.189 0.484
H -0.606 -6.244 -2.492 0.464
H 1.723 -5.839 -3.089 0.397
H 3.844 -2.691 -1.054 0.656
H 5.384 -2.815 -2.861 0.467
H 6.930 -3.810 -4.686 0.407
H 6.023 -6.095 -5.584 0.463
H -3.710 -4.226 0.466 0.435
O 1.970 -2.022 0.441 0.222
O 2.887 -1.083 0.124 -0.509
C -4.033 4.422 -1.191 -0.673
O -3.608 5.544 -0.437 -0.521
C -2.554 5.512 0.421 0.627
C -2.706 6.337 1.538 -0.620
C -1.729 6.442 2.505 -0.826
C -0.577 5.675 2.395 -1.004
C -0.396 4.863 1.300 0.103
C -1.345 4.799 0.273 0.448
N -1.125 3.992 -0.842 0.329
C -0.050 3.266 -1.166 -0.487
C 1.303 3.465 -0.839 0.039
C 1.952 4.715 -0.710 -0.191
C 3.310 4.784 -0.557 -0.955
C 4.088 3.617 -0.471 -0.821
C 3.496 2.385 -0.525 -0.494
C 2.098 2.272 -0.694 -0.016
O 1.500 1.149 -0.621 -0.319
H -5.116 4.522 -1.275 0.338
H -3.817 3.472 -0.696 0.098
H -3.624 4.438 -2.210 0.399
H -3.628 6.889 1.614 0.493
H -1.867 7.097 3.351 0.412
H 0.187 5.710 3.155 0.490
H 0.485 4.243 1.237 0.326
H -1.942 3.838 -1.418 0.211
H -0.271 2.384 -1.762 0.640
H 1.367 5.619 -0.794 0.596
H 3.795 5.746 -0.520 0.446
H 5.154 3.705 -0.339 0.495
H 4.053 1.463 -0.418 0.613
N 3.028 -1.015 4.851 -0.401
C 2.944 -0.867 3.515 0.650
O 1.907 -1.016 2.900 -0.502
C 4.240 -0.483 2.830 -0.661
I 4.859 1.498 3.414 0.033
H 2.202 -1.259 5.374 0.262
H 3.891 -0.885 5.353 0.184
H 4.078 -0.474 1.752 -0.296
H 5.059 -1.150 3.092 0.676
```



[2]
Density functional theory data (ωB97M-V/def2-TZVPD) for C52H40Cl2GeN7O2PPbS as an isolated structure in a non-equilibrium geometry.

Its multiplicity is 1. Its frontier orbital gap (alpha / beta) is 5.2206 / 5.6055 eV. The value obtained for the energy is -176028.44675 eV.

Geometry as XYZ:
```
107
Properties=species:S:1:pos:R:3:mulliken_charge:R:1
Pb -0.284 -0.615 -0.897 1.426
Cl -5.585 2.149 2.997 -0.183
C -4.739 1.140 1.884 -0.164
C -3.777 0.274 2.366 -0.887
C -3.046 -0.554 1.523 0.628
N -0.999 -2.043 1.361 -0.156
C 0.138 -2.043 2.114 -0.470
O -0.087 -1.657 3.376 -0.508
C 1.498 -2.094 1.708 0.019
C 2.466 -2.427 2.676 -0.696
C 3.796 -2.298 2.366 -0.727
C 4.132 -1.767 1.124 -1.066
C 3.113 -1.462 0.236 -0.432
N 1.830 -1.667 0.475 0.955
C -3.341 -0.554 0.148 0.209
C -4.301 0.353 -0.329 -0.495
C -4.984 1.195 0.516 -0.177
Cl -6.117 2.325 -0.128 -0.238
N -2.652 -1.326 -0.750 0.366
C -3.323 -1.986 -1.697 -0.541
O -4.511 -2.294 -1.658 -0.729
C -2.494 -2.411 -2.874 0.386
C -3.152 -3.043 -3.927 -0.796
C -2.446 -3.358 -5.072 -0.388
C -1.099 -3.032 -5.124 -1.331
C -0.530 -2.407 -4.028 -0.344
N -1.201 -2.106 -2.926 0.642
H -3.607 0.254 3.430 0.466
H 2.130 -2.784 3.633 0.611
H 4.558 -2.583 3.077 0.433
H 5.160 -1.611 0.841 0.542
H 3.354 -1.022 -0.719 0.258
H -4.489 0.389 -1.391 0.592
H -4.204 -3.254 -3.813 0.557
H -2.929 -3.842 -5.909 0.431
H -0.500 -3.245 -5.996 0.505
H 0.517 -2.141 -4.045 0.490
S -1.552 1.410 -2.240 -0.495
C -0.469 2.464 -1.521 -0.275
N -0.983 3.443 -0.712 0.201
C -0.194 4.307 -0.045 -0.180
C 1.162 4.230 -0.217 -0.992
C 1.637 3.259 -1.115 -0.197
N 0.850 2.417 -1.741 0.032
H -1.989 3.442 -0.590 0.328
H -0.674 5.028 0.600 0.432
H 1.829 4.900 0.293 0.497
H 2.690 3.158 -1.335 0.458
N -0.539 0.852 0.866 0.432
P -0.521 0.770 2.389 0.000
C -1.242 -0.821 3.288 1.942
C -2.089 -1.515 2.197 0.223
C -2.913 -2.641 2.763 -0.621
C -3.230 -2.686 4.057 -1.147
C -2.771 -1.676 4.988 -0.864
C -1.866 -0.758 4.637 -1.735
C 1.153 0.873 3.157 0.753
C 2.026 1.576 2.336 -0.188
C 3.328 1.818 2.723 -0.493
C 3.778 1.340 3.943 -0.810
C 2.923 0.618 4.758 -0.753
C 1.610 0.391 4.378 0.072
C -1.360 2.168 3.207 1.043
C -1.065 2.586 4.499 -0.499
C -1.730 3.676 5.031 -0.919
C -2.676 4.351 4.277 -0.750
C -2.947 3.956 2.974 -1.060
C -2.276 2.872 2.440 -0.532
H -1.222 -2.809 0.743 0.617
H -3.266 -3.374 2.053 0.531
H -3.856 -3.476 4.443 0.455
H -3.183 -1.692 5.986 0.518
H -1.494 -0.021 5.331 0.446
H 1.654 1.921 1.379 -0.204
H 3.993 2.378 2.079 0.462
H 4.795 1.528 4.256 0.404
H 3.279 0.227 5.700 0.454
H 0.962 -0.174 5.032 0.284
H -0.312 2.072 5.080 0.403
H -1.509 4.000 6.041 0.449
H -3.203 5.192 4.703 0.442
H -3.689 4.484 2.390 0.573
H -2.456 2.522 1.434 0.309
Ge 1.855 0.109 -2.730 1.663
C 1.600 0.914 -4.548 0.392
C 0.372 0.846 -5.188 0.257
C 0.187 1.406 -6.438 -1.074
C 1.238 2.046 -7.071 -0.482
C 2.466 2.135 -6.437 -0.741
C 2.642 1.578 -5.182 -0.432
C 2.813 -1.707 -2.920 -0.246
C 2.308 -2.862 -2.335 0.801
C 3.086 -3.995 -2.186 -1.029
C 4.398 -3.993 -2.624 -0.605
C 4.899 -2.871 -3.259 -0.791
C 4.111 -1.743 -3.409 -0.400
H 3.141 0.904 -2.303 -0.405
H -0.461 0.372 -4.691 0.423
H -0.780 1.350 -6.914 0.451
H 1.101 2.486 -8.049 0.381
H 3.286 2.647 -6.920 0.409
H 3.599 1.663 -4.685 0.299
H 1.298 -2.870 -1.946 0.293
H 2.680 -4.869 -1.698 0.466
H 5.030 -4.854 -2.458 0.394
H 5.920 -2.866 -3.613 0.419
H 4.517 -0.865 -3.894 0.327
```



[3]
Density functional theory data (ωB97M-V/def2-TZVPD) for C52H40N11OP2STl as an isolated structure.

Its multiplicity is 1. Its frontier orbital gap is 7.0163 eV. The value obtained for the energy is -107118.95567 eV.

Geometry as XYZ:
```
108
Properties=species:S:1:pos:R:3:mulliken_charge:R:1
Tl 0.995 -1.388 -0.865 1.332
C -3.747 -1.813 0.438 -0.379
C -2.740 -2.468 -0.260 -0.346
N -1.618 -2.859 0.328 -0.464
C -1.499 -2.593 1.628 0.432
C -2.508 -1.932 2.324 -0.443
N -3.630 -1.536 1.732 -0.639
C -0.238 -2.983 2.306 -0.480
C -0.256 -3.410 3.627 0.056
C 0.942 -3.728 4.250 0.904
C 2.112 -3.598 3.513 -0.420
C 2.041 -3.188 2.184 -0.305
N 0.884 -2.897 1.595 -0.098
C 3.264 -3.060 1.346 0.584
C 4.511 -2.792 1.906 -0.415
N 5.603 -2.643 1.170 -0.630
C 5.451 -2.756 -0.144 -0.464
C 4.212 -3.018 -0.712 -0.084
N 3.124 -3.174 0.028 -0.389
C 0.969 -4.202 5.656 0.358
C 0.052 -3.740 6.595 -0.337
C 0.124 -4.212 7.895 -0.536
N 1.023 -5.099 8.311 -0.623
C 1.892 -5.545 7.409 -0.443
C 1.909 -5.132 6.086 -0.490
H -4.657 -1.497 -0.058 0.507
H -2.838 -2.670 -1.320 0.376
H -2.390 -1.680 3.372 0.531
H -1.194 -3.515 4.154 0.932
H 3.065 -3.825 3.968 0.522
H 4.630 -2.660 2.974 0.424
H 6.331 -2.628 -0.762 0.392
H 4.096 -3.095 -1.786 0.429
H -0.696 -3.005 6.327 0.325
H -0.576 -3.854 8.642 0.376
H 2.613 -6.276 7.758 0.372
H 2.632 -5.554 5.400 0.466
N -1.940 1.211 0.714 0.027
P -2.044 0.834 -0.996 0.282
C -3.791 1.300 -1.270 0.307
C -4.467 0.662 -2.306 -0.806
C -5.797 0.960 -2.575 -0.661
C -6.468 1.887 -1.793 -0.511
C -5.806 2.517 -0.745 -0.658
C -4.476 2.228 -0.486 0.403
C -1.140 2.273 -1.696 1.025
C -1.747 3.455 -2.118 -0.416
C -0.978 4.510 -2.589 -0.801
C 0.405 4.402 -2.641 -0.863
C 1.023 3.225 -2.244 -0.702
C 0.248 2.167 -1.793 -0.155
P -0.368 0.980 1.402 -0.318
C -0.758 0.659 3.157 0.751
C 0.241 0.014 3.883 -0.298
C 0.065 -0.258 5.232 -0.450
C -1.127 0.079 5.858 -0.853
C -2.131 0.715 5.136 -0.683
C -1.941 1.019 3.796 -0.237
C 0.230 2.705 1.572 0.714
C -0.557 3.816 1.292 -0.275
C -0.022 5.092 1.389 -0.575
C 1.300 5.267 1.775 -0.610
C 2.084 4.162 2.074 -0.809
C 1.551 2.886 1.970 -0.723
H -2.684 0.761 1.238 0.256
H -3.946 -0.075 -2.906 0.353
H -6.309 0.460 -3.387 0.400
H -7.506 2.116 -1.994 0.381
H -6.330 3.239 -0.131 0.417
H -3.961 2.718 0.331 0.214
H -2.823 3.560 -2.080 0.386
H -1.463 5.422 -2.913 0.424
H 1.000 5.234 -2.996 0.424
H 2.099 3.108 -2.270 0.512
H 0.762 1.261 -1.495 -0.402
H 1.158 -0.283 3.381 0.281
H 0.857 -0.744 5.790 0.533
H -1.273 -0.142 6.908 0.415
H -3.060 0.986 5.622 0.452
H -2.723 1.538 3.254 0.381
H -1.583 3.676 0.977 0.215
H -0.637 5.951 1.153 0.431
H 1.718 6.263 1.842 0.385
H 3.116 4.291 2.374 0.435
H 2.168 2.022 2.188 0.490
O 3.929 1.552 -0.939 -0.571
S 3.834 0.753 0.299 0.050
N 2.775 -0.251 0.485 -0.223
N -1.070 0.754 -11.563 -0.498
C -0.562 0.667 -10.536 0.059
C 0.070 0.557 -9.252 0.436
C 1.459 0.558 -9.152 -0.873
C 2.066 0.445 -7.916 -0.393
C 1.292 0.343 -6.765 0.841
C -0.097 0.356 -6.861 -0.285
C -0.704 0.452 -8.098 -0.919
N 1.910 0.233 -5.506 0.262
C 3.126 0.770 -5.120 -0.215
C 3.290 0.436 -3.815 -1.127
N 2.214 -0.311 -3.383 0.058
C 1.415 -0.408 -4.407 -0.702
H 2.061 0.636 -10.047 0.436
H 3.144 0.413 -7.851 0.445
H -0.707 0.323 -5.969 0.512
H -1.782 0.466 -8.173 0.426
H 3.721 1.376 -5.778 0.439
H 4.071 0.724 -3.133 0.503
H 0.481 -0.947 -4.422 0.515
```



[4]
Density functional theory data (ωB97M-V/def2-TZVPD) for C52H41ClN3O2P2STeTi as an isolated structure in a non-equilibrium geometry.

Its multiplicity is 1. Its frontier orbital gap (alpha / beta) is 5.5530 / 5.5555 eV. As for the charge: -1. The value obtained for the energy is -135498.86390 eV.

Geometry as XYZ:
```
104
Properties=species:S:1:pos:R:3:mulliken_charge:R:1
Ti -0.235 -1.169 -0.020 -0.375
Te -1.453 3.423 -0.644 0.448
C -0.476 5.289 -0.415 -0.009
C 0.468 5.504 0.584 -0.067
C 1.090 6.738 0.676 -0.289
N 0.843 7.765 -0.138 -0.686
C -0.066 7.555 -1.087 -0.301
C -0.739 6.355 -1.270 -0.489
C -0.059 2.196 0.217 -1.098
P -0.563 0.975 1.460 1.449
C -2.042 1.613 2.326 1.049
C -2.022 2.068 3.639 -0.646
C -3.188 2.521 4.246 -0.767
C -4.386 2.528 3.549 -0.738
C -4.412 2.084 2.234 -1.069
C -3.250 1.630 1.634 -0.341
C 0.651 1.077 2.843 0.801
C 1.424 2.210 3.078 -0.007
C 2.278 2.266 4.169 -0.609
C 2.375 1.184 5.035 -0.670
C 1.624 0.042 4.798 -0.580
C 0.771 -0.010 3.704 -0.636
P 0.812 1.096 -0.904 1.318
C 2.396 0.805 -0.007 0.909
C 2.572 -0.468 0.517 0.755
C 3.600 -0.753 1.405 -0.887
C 4.491 0.254 1.752 -0.878
C 4.350 1.523 1.207 -0.771
C 3.301 1.800 0.343 -0.654
C 1.340 2.044 -2.359 0.585
C 1.795 3.361 -2.264 -0.650
C 2.209 4.042 -3.398 -1.007
C 2.167 3.418 -4.637 -0.656
C 1.707 2.114 -4.745 -0.609
C 1.291 1.430 -3.609 -0.422
H 0.723 4.710 1.273 0.434
H 1.829 6.912 1.454 0.367
H -0.264 8.389 -1.756 0.356
H -1.444 6.263 -2.088 0.326
H -1.102 2.070 4.213 0.312
H -3.148 2.865 5.273 0.418
H -5.295 2.873 4.026 0.397
H -5.340 2.075 1.676 0.452
H -3.289 1.276 0.614 0.620
H 1.355 3.029 2.374 -0.122
H 2.877 3.154 4.339 0.410
H 3.047 1.229 5.884 0.314
H 1.706 -0.813 5.458 0.388
H 0.193 -0.907 3.515 0.282
H 1.978 -1.317 0.178 -0.406
H 3.699 -1.751 1.812 0.521
H 5.293 0.051 2.451 0.332
H 5.045 2.307 1.484 0.401
H 3.161 2.806 -0.033 0.300
H 1.804 3.849 -1.300 0.454
H 2.554 5.066 -3.315 0.464
H 2.486 3.955 -5.523 0.371
H 1.663 1.628 -5.712 0.436
H 0.914 0.418 -3.688 0.323
O 1.634 -4.768 -0.061 -0.819
S 0.457 -3.944 -0.151 1.605
O 0.161 -3.077 1.019 -0.598
N 0.422 -2.911 -1.327 1.124
C 0.967 -3.242 -2.579 -0.661
C 0.518 -4.251 -3.397 -0.427
C 1.077 -4.471 -4.675 -1.127
C 2.080 -3.686 -5.154 -0.930
C 2.605 -2.657 -4.334 1.350
C 3.687 -1.842 -4.738 -0.754
C 4.194 -0.917 -3.877 -1.107
C 3.611 -0.809 -2.594 -0.137
N 2.599 -1.528 -2.196 0.412
C 2.074 -2.446 -3.043 -0.049
C -0.899 -5.111 -0.190 0.533
C -1.941 -5.006 -1.097 -0.007
C -2.979 -5.929 -1.061 -1.072
C -2.971 -6.945 -0.120 -0.452
C -1.921 -7.047 0.786 -0.675
C -0.881 -6.135 0.750 -0.750
H -0.279 -4.902 -3.083 0.447
H 0.677 -5.277 -5.278 0.385
H 2.498 -3.838 -6.143 0.385
H 4.099 -1.974 -5.732 0.382
H 5.021 -0.273 -4.147 0.453
H 3.999 -0.084 -1.883 0.320
H -1.950 -4.198 -1.815 0.512
H -3.797 -5.841 -1.764 0.398
H -3.784 -7.660 -0.087 0.393
H -1.912 -7.839 1.524 0.393
H -0.054 -6.212 1.445 0.455
Cl -6.819 -0.952 3.813 -0.283
C -5.567 -1.175 2.609 0.546
C -5.833 -0.870 1.287 -0.905
C -4.827 -1.025 0.346 0.036
C -3.544 -1.471 0.690 0.536
C -2.455 -1.637 -0.300 -1.314
C -3.327 -1.777 2.040 -0.077
C -4.320 -1.634 2.996 -0.845
H -6.813 -0.511 0.999 0.439
H -5.031 -0.785 -0.693 0.368
H -2.321 -2.717 -0.404 -0.118
H -2.793 -1.301 -1.291 0.470
H -2.345 -2.113 2.347 0.196
H -4.125 -1.856 4.037 0.416
```